[1]
Below is a structure of composition C18H17Cl8IN4O2TeTi at a distorted geometry, with properties calculated with wB97M-V/def2-TZVPD.

2S+1: 3
LUMO energy (spin up / spin down) in eV: 0.0 / -1.9
Relative energy (zero: lowest compared OMol25 entry of this formula, charge and spin) in kcal/mol: 5.7
Gap between HOMO and LUMO (spin up / spin down) in eV: 8.030 / 6.227
E_HOMO (spin up / spin down) in eV: -8.0284 / -8.1247

Geometry as XYZ:
```
52
C18H17Cl8IN4O2TeTi (wB97M-V/def2-TZVPD)
Ti -0.21022 -0.66903 0.48772
Cl 3.45711 5.20539 2.82518
C 2.57534 3.99518 1.97730
C 2.24216 2.80189 2.60871
Cl 2.71026 2.49257 4.23278
C 1.52912 1.84240 1.91198
Cl 1.12054 0.30823 2.61890
C 1.10861 2.02373 0.59438
O 0.43970 1.08656 -0.03253
C 1.47149 3.21802 -0.03059
Cl 0.99312 3.43728 -1.67842
C 2.19060 4.19373 0.64965
Cl 2.61300 5.65104 -0.15679
Cl -1.14540 -5.34039 -0.20401
C -1.69132 -3.72735 0.03077
Cl -3.31632 -3.43403 -0.42704
Cl -1.74438 -1.03336 2.24177
C -0.85573 -2.77951 0.43633
N 0.36472 -2.67121 0.91185
N 1.19309 -3.59498 3.08247
C 0.75265 -3.18105 2.09852
C 3.33387 -2.04110 -1.95300
Te 2.82880 -0.80105 -0.31483
C 3.80432 -2.05001 1.08737
H 4.40063 -2.24544 -1.89799
H 3.10619 -1.50008 -2.86984
H 2.76141 -2.96578 -1.91162
H 3.42444 -3.06485 0.99232
H 3.58324 -1.67527 2.08472
H 4.87370 -2.01149 0.89798
C -4.33960 0.66672 0.72352
C -3.61688 1.75856 1.54338
C -2.34735 2.05148 0.74755
O -2.12089 0.88828 -0.06190
C -3.42101 0.43469 -0.47035
H -5.33099 0.97695 0.39619
H -4.43755 -0.24584 1.30894
H -3.36468 1.38029 2.53124
H -4.21570 2.66104 1.66020
H -1.46996 2.21143 1.36626
H -2.47771 2.91470 0.08795
H -3.32914 -0.60805 -0.76524
H -3.73593 1.02762 -1.33493
I -0.21819 -2.52021 -5.53075
C -0.35690 -1.41484 -3.80684
C -0.47429 -0.04384 -3.68935
N -0.54299 0.22299 -2.38671
N -0.45673 -0.88167 -1.63164
C -0.34415 -1.89007 -2.49463
H -0.51735 0.73465 -4.43454
H -0.53662 1.11373 -1.90109
H -0.26015 -2.90866 -2.15132
```

Just the Mulliken charges please, in e? Sure, here they are: atom 1 (Ti): 0.040, atom 2 (Cl): -0.188, atom 3 (C): 0.346, atom 4 (C): 0.000, atom 5 (Cl): -0.187, atom 6 (C): 1.229, atom 7 (Cl): -0.199, atom 8 (C): -1.903, atom 9 (O): 0.676, atom 10 (C): 0.343, atom 11 (Cl): -0.212, atom 12 (C): 0.213, atom 13 (Cl): -0.189, atom 14 (Cl): -0.163, atom 15 (C): 0.996, atom 16 (Cl): -0.160, atom 17 (Cl): -0.453, atom 18 (C): -0.858, atom 19 (N): 0.036, atom 20 (N): -0.600, atom 21 (C): 0.346, atom 22 (C): -1.090, atom 23 (Te): 0.569, atom 24 (C): -1.062, atom 25 (H): 0.365, atom 26 (H): 0.305, atom 27 (H): 0.335, atom 28 (H): 0.322, atom 29 (H): 0.322, atom 30 (H): 0.360, atom 31 (C): -0.613, atom 32 (C): -0.695, atom 33 (C): -0.395, atom 34 (O): 0.288, atom 35 (C): -0.405, atom 36 (H): 0.394, atom 37 (H): 0.188, atom 38 (H): 0.248, atom 39 (H): 0.383, atom 40 (H): 0.081, atom 41 (H): 0.317, atom 42 (H): 0.077, atom 43 (H): 0.336, atom 44 (I): 0.126, atom 45 (C): -1.005, atom 46 (C): -0.190, atom 47 (N): -0.125, atom 48 (N): 1.117, atom 49 (C): -0.561, atom 50 (H): 0.491, atom 51 (H): -0.140, atom 52 (H): 0.543

[2]
Below is an isolated molecule of C18H17ClN4, with properties calculated with wB97M-V/def2-TZVPD.

LUMO energy in eV: 0.7
SMILES: Cc1cc(Nc2ccc(Cl)cc2)nc(NCc2ccccc2)n1
Gap between HOMO and LUMO in eV: 8.707
E_HOMO in eV: -7.9881

Geometry as XYZ:
```
40
C18H17ClN4 (wB97M-V/def2-TZVPD)
C -0.01088 -4.01628 -1.41581
C -0.20590 -2.76678 -0.61590
C 0.82793 -1.85292 -0.45212
C 0.54502 -0.71876 0.31037
N 1.41564 0.31540 0.53860
C 2.78657 0.38582 0.37702
C 3.61793 -0.73158 0.46836
C 4.98457 -0.60512 0.31191
C 5.54010 0.64207 0.07779
Cl 7.25191 0.79735 -0.12286
C 4.73586 1.76955 0.01960
C 3.37092 1.63869 0.17075
N -0.66397 -0.51553 0.83316
C -1.58457 -1.44894 0.61020
N -2.80874 -1.27278 1.15920
C -3.19859 0.00730 1.71111
C -3.19072 1.09465 0.66381
C -2.28357 2.14197 0.73450
C -2.24308 3.10571 -0.25761
C -3.10965 3.03040 -1.33444
C -4.01886 1.98920 -1.41242
C -4.05793 1.02699 -0.41932
N -1.40611 -2.57436 -0.08682
H -0.95608 -4.54298 -1.50427
H 0.36820 -3.77524 -2.40697
H 0.71369 -4.66336 -0.92387
H 1.77664 -1.99637 -0.93848
H 0.95072 1.15309 0.86121
H 3.19800 -1.69803 0.69457
H 5.62052 -1.47346 0.38357
H 5.17664 2.74009 -0.14508
H 2.74090 2.51507 0.12685
H -3.52065 -1.89004 0.80341
H -4.19461 -0.10468 2.14612
H -2.48736 0.25920 2.50194
H -1.60530 2.19643 1.57308
H -1.53235 3.91728 -0.19344
H -3.07650 3.78010 -2.11127
H -4.69822 1.92625 -2.25000
H -4.76815 0.21464 -0.48644
```

Just the Mulliken charges please, in e? Sure, here they are: atom 1 (C): -1.241, atom 2 (C): 0.433, atom 3 (C): -0.561, atom 4 (C): 0.216, atom 5 (N): -0.043, atom 6 (C): 0.216, atom 7 (C): -0.200, atom 8 (C): -0.799, atom 9 (C): 0.374, atom 10 (Cl): -0.221, atom 11 (C): -0.712, atom 12 (C): -0.434, atom 13 (N): -0.257, atom 14 (C): 0.093, atom 15 (N): -0.136, atom 16 (C): -1.216, atom 17 (C): 0.531, atom 18 (C): -0.112, atom 19 (C): -0.638, atom 20 (C): -0.386, atom 21 (C): -0.586, atom 22 (C): -0.280, atom 23 (N): -0.639, atom 24 (H): 0.360, atom 25 (H): 0.350, atom 26 (H): 0.284, atom 27 (H): 0.686, atom 28 (H): 0.153, atom 29 (H): 0.604, atom 30 (H): 0.392, atom 31 (H): 0.396, atom 32 (H): 0.390, atom 33 (H): 0.291, atom 34 (H): 0.514, atom 35 (H): 0.357, atom 36 (H): 0.328, atom 37 (H): 0.383, atom 38 (H): 0.382, atom 39 (H): 0.375, atom 40 (H): 0.348

[3]
Below is a structure of composition C18H17ClNO7SY, with properties calculated with wB97M-V/def2-TZVPD.

LUMO energy in eV: -1.0
Relative energy (zero: lowest compared OMol25 entry of this formula, charge and spin) in kcal/mol: 16.2
Gap between HOMO and LUMO in eV: 6.977
E_HOMO in eV: -7.9624

Geometry as XYZ:
```
46
C18H17ClNO7SY (wB97M-V/def2-TZVPD)
Y 0.26917 0.03580 0.32408
O -5.65017 -3.90040 0.82608
C -4.70850 -4.29375 0.12662
O -4.53250 -5.30196 -0.57471
C -3.52327 -3.28369 0.05418
C -2.33496 -3.64580 -0.57429
C -1.30123 -2.74261 -0.62752
N -1.40269 -1.49970 -0.11931
C -2.56309 -1.13862 0.48507
C -3.62471 -2.00745 0.60380
C -2.63962 0.26679 1.06965
O -3.70007 0.75576 1.34671
O -1.46169 0.86028 1.22368
H -2.27014 -4.63871 -0.99976
H -0.34976 -2.99625 -1.08530
H -4.53773 -1.71965 1.10708
Cl -1.13969 -5.16581 4.84686
C -0.07023 -4.02916 4.10252
C -0.58246 -2.84631 3.59120
C 0.28232 -1.95279 2.97880
C 1.64399 -2.22227 2.87763
C 2.13894 -3.39454 3.43221
C 1.28673 -4.30550 4.03521
C 2.59055 -1.30176 2.15387
O 3.71883 -1.10653 2.51939
O 2.06119 -0.76248 1.05826
H -1.63870 -2.63015 3.67830
H -0.16310 -1.00696 2.66701
H 3.20142 -3.59083 3.37663
H 1.66654 -5.22836 4.45070
C 2.13779 2.68405 -3.77792
C 0.68152 2.28474 -3.94428
S 0.36910 0.69736 -3.16935
O 0.58804 0.98598 -1.67326
C -1.43352 0.58921 -3.37399
C -1.87095 -0.81621 -3.75663
H 2.30486 3.64471 -4.26230
H 2.80552 1.95281 -4.23291
H 2.39551 2.78615 -2.72521
H 0.40529 2.14619 -4.99234
H -0.00605 2.99820 -3.48583
H -1.73216 1.33461 -4.11090
H -1.83293 0.89477 -2.40472
H -1.47202 -1.11147 -4.72653
H -2.95824 -0.85160 -3.81182
H -1.55604 -1.54808 -3.01325
```

Just the Mulliken charges please, in e? Sure, here they are: atom 1 (Y): 1.678, atom 2 (O): -0.696, atom 3 (C): 0.389, atom 4 (O): -0.713, atom 5 (C): 0.201, atom 6 (C): -0.563, atom 7 (C): -0.999, atom 8 (N): 0.188, atom 9 (C): 0.472, atom 10 (C): -0.367, atom 11 (C): 0.342, atom 12 (O): -0.580, atom 13 (O): -0.770, atom 14 (H): 0.547, atom 15 (H): 0.581, atom 16 (H): 0.624, atom 17 (Cl): -0.207, atom 18 (C): 0.349, atom 19 (C): -1.060, atom 20 (C): -0.161, atom 21 (C): 0.281, atom 22 (C): -0.382, atom 23 (C): -0.655, atom 24 (C): 0.217, atom 25 (O): -0.573, atom 26 (O): -0.689, atom 27 (H): 0.478, atom 28 (H): 0.888, atom 29 (H): 0.457, atom 30 (H): 0.431, atom 31 (C): -1.209, atom 32 (C): -0.469, atom 33 (S): 0.452, atom 34 (O): -0.545, atom 35 (C): -0.436, atom 36 (C): -0.982, atom 37 (H): 0.369, atom 38 (H): 0.333, atom 39 (H): 0.318, atom 40 (H): 0.467, atom 41 (H): 0.350, atom 42 (H): 0.506, atom 43 (H): 0.269, atom 44 (H): 0.369, atom 45 (H): 0.376, atom 46 (H): 0.126

Summary of electronic energy in a.u.
-6162.336861 -1375.388193 -2174.410457
(order as listed above)